DFT (wB97M-V/def2-TZVPD) results for a structure of composition C13H12N4O3SeZr in a non-equilibrium geometry.

Calculated values
lowest unoccupied orbital energy: -7.7 eV
total charge: +2
molecular weight: 442.4 u
orbital gap: 7.84 eV
HOMO: -15.56 eV

Geometry as XYZ:
```
34
C13H12N4O3SeZr wB97M-V/def2-TZVPD
C 3.8727 0.7030 -1.6059
Zr -1.3049 0.8302 0.3350
N -3.2384 -2.7946 -0.3074
N -2.1536 -2.0653 1.5747
Se -1.8736 1.5938 4.7780
C 1.5762 0.7874 -0.8075
H -3.5875 -3.6160 0.1597
H 4.6795 1.1355 -2.1833
H 3.1752 -1.9579 0.3599
C -1.2603 1.1236 3.2917
N 0.3598 1.4155 -0.7417
O -1.9572 2.5142 -0.2403
C -2.4392 -3.2865 2.3292
H -2.0613 -4.1598 1.7963
H 0.9038 4.1121 -2.6595
C 2.6240 1.3657 -1.5657
N -0.7898 0.6882 2.2413
O -1.6294 4.1147 -1.8023
O -2.1490 -0.8056 -0.3467
C -2.5160 -1.8843 0.3108
C -1.2532 3.1833 -1.1804
H -3.5082 -3.3946 2.5154
C 2.9979 -1.0330 -0.1724
H 0.9593 -0.8503 0.4656
H -1.9338 -3.2281 3.2878
C 1.1240 3.1830 -2.1526
H 3.1467 3.0302 -2.8282
H 5.0059 -0.9697 -0.9502
C 0.1426 2.5813 -1.3809
C 1.7747 -0.4236 -0.1149
C 4.0498 -0.4657 -0.9222
H -1.6067 -1.3500 2.0307
C 2.3589 2.5759 -2.2397
H -3.4888 -2.6525 -1.2743
```

***

DFT (wB97M-V/def2-TZVPD) results for the molecule C2H4O4Si in a non-equilibrium geometry.

Calculated values
lowest unoccupied orbital energy: 0.3 eV
molecular weight: 120.1 u
orbital gap: 10.02 eV
structure (SMILES): C#CO[Si](O)(O)O
HOMO: -9.72 eV

Geometry as XYZ:
```
11
C2H4O4Si wB97M-V/def2-TZVPD
C -1.6575 0.4783 -0.3810
O -0.6472 -0.1796 -0.8570
O 1.6884 -1.3264 -0.9196
Si 0.7892 -0.3133 -0.0325
O 0.5691 -0.6346 1.5441
O 1.5121 1.0613 0.1215
C -2.6041 1.0414 0.1072
H -3.5703 1.2267 0.3779
H 1.5285 1.6237 -0.5959
H 1.0514 -1.8630 -1.3583
H 1.3405 -1.1144 1.9936
```

***

DFT (wB97M-V/def2-TZVPD) results for the molecule C3H5N3S in a non-equilibrium geometry.

Calculated values
lowest unoccupied orbital energy: 0.8 eV
molecular weight: 115.2 u
orbital gap: 9.17 eV
structure (SMILES): C1=NNC=NSC1
HOMO: -8.36 eV

Geometry as XYZ:
```
12
C3H5N3S wB97M-V/def2-TZVPD
H -1.5713 -0.5316 -2.0370
H -1.7331 0.6689 -0.6183
C 1.2215 1.0785 0.6978
H 1.8451 1.5667 1.5637
H 1.0742 -0.3102 2.1350
N 0.8371 -0.2552 1.2275
C -0.7679 -1.2206 -0.0798
N 1.0844 1.5656 -0.4374
H -1.3024 -2.1770 -0.2877
N 0.0706 -1.2811 0.8480
C -1.0810 -0.0109 -1.1653
S 0.3228 0.9070 -1.8466
```

***

DFT (wB97M-V/def2-TZVPD) results for the molecule C3HN3O in a non-equilibrium geometry.

Calculated values
lowest unoccupied orbital energy: -1.1 eV
molecular weight: 95.1 u
orbital gap: 9.87 eV
structure (SMILES): N#Cc1cnno1
HOMO: -10.93 eV

Geometry as XYZ:
```
8
C3HN3O wB97M-V/def2-TZVPD
O 0.8217 0.6846 -0.9978
C 0.0488 1.3637 1.0560
C -0.4190 -0.9369 0.0680
N 0.7662 -0.6308 -1.8349
C 0.1188 0.2942 0.0514
N -0.0735 -1.4014 -1.0843
N -0.3816 2.1727 1.7782
H -0.8814 -1.5461 0.9635
```